Here is 4 unconnected molecules or ions with the total composition C29H65BFN12O7P3S in a non-equilibrium geometry from OMol25. Energies are from the ωB97M-V functional and the def2-TZVPD basis.

E_LUMO, eV: -1.5
Highest occupied orbital energy, eV: -7.342
Calculated total energy, eV: -105418.6074
Charge: 0
Strongest force on any atom, eV Å⁻¹: 7.8
SMILES string: CCc1c(C(=O)NC(=O)F)c(O)c2nsnc2c1B(C)O.CN(C)P(=O)(N(C)C)N(C)C.CN(C)P(=O)(N(C)C)N(C)C.CN(C)P(=O)(N(C)C)N(C)C
Multiplicity: 1

XYZ file:
```
119
Properties=species:S:1:pos:R:3:mulliken_charge:R:1
S -0.7923 9.0246 1.5952 0.16
P 3.3148 -0.1078 2.9680 0.78
P 5.0490 -1.5608 -4.1770 0.68
P -5.5725 -1.8367 -0.4276 0.83
F -7.5496 3.6709 2.6488 -0.18
O 2.7100 1.2939 2.7436 -0.65
O 4.5249 -1.2493 -2.7593 -0.57
O -5.0205 6.9950 2.0420 -0.55
O -4.5637 -0.7843 -0.9356 -0.75
O -5.0154 2.8620 1.5660 -0.48
O 0.5754 4.4081 -1.5574 -0.61
O -8.5399 5.1396 1.2071 -0.53
N 2.8158 -0.1857 4.6078 0.17
N 5.5883 -1.8796 -5.8510 -0.02
N -6.3146 4.7299 0.6659 -0.09
N 4.0927 -1.6972 3.2205 0.01
N 6.4028 -0.5175 -4.0295 0.18
N -0.0922 7.5923 0.9280 -0.53
N 2.3176 -0.8121 1.7864 0.56
N -4.4496 -2.5591 0.6503 0.17
N 5.2575 -3.2097 -3.8223 0.30
N -6.6254 -0.6491 0.1778 0.42
N -2.4454 8.6719 1.9084 -0.59
N -6.7375 -3.0924 0.0839 0.01
C -7.4907 4.5011 1.5021 0.54
C 7.7649 -0.9030 -3.6973 -1.01
C 6.4255 -4.0343 -3.6546 -1.06
C -1.3369 1.8324 1.0704 -0.56
C -3.8230 6.3811 1.5584 0.12
C -3.7279 4.8972 1.0893 0.08
C 2.6537 -0.5101 0.3987 -1.46
C 1.6414 -0.8676 5.1271 -0.95
C 6.6768 -2.6707 -6.3760 -1.06
C -7.5191 -3.5903 -1.0506 -1.07
C 1.2096 -1.7279 1.8606 -0.95
C -2.2524 2.7460 0.0619 -0.53
C 3.5441 -3.0280 3.3383 -1.02
C -2.3715 4.2634 0.5395 0.41
C -4.3397 -2.3186 2.0803 -1.03
C -1.0895 5.1624 0.4596 0.24
C 2.9483 1.0843 5.3420 -1.07
C 4.4532 -1.9450 -6.7749 -1.08
C -6.9906 -0.2540 1.5136 -0.63
C 6.1195 0.7467 -3.3285 -1.06
C -1.1981 6.6587 0.9449 0.36
C 4.0386 -4.0047 -3.7235 -1.16
C -2.5296 7.2905 1.4988 0.54
C -3.0817 -2.6686 0.1159 -0.95
C -7.5017 -3.2571 1.2985 -1.05
C -5.0983 4.0437 1.1531 -0.06
C 5.3938 -1.7679 2.5506 -1.08
C -7.3835 0.1037 -0.8146 -1.11
C 1.6646 4.4160 0.8289 -0.59
B 0.3453 4.6531 -0.1254 0.12
H 7.8106 -1.6120 -2.8677 0.30
H -8.5016 -2.8111 1.2192 0.36
H 7.3621 -3.4835 -3.6369 0.29
H -7.5621 1.1362 -0.4990 0.24
H 2.5620 4.9626 0.3534 0.28
H -8.3602 -2.9223 -1.2795 0.32
H 5.9149 -0.8070 2.6241 0.33
H 0.8609 -1.9264 2.8707 0.26
H 0.7484 -0.6845 4.5253 0.26
H 3.1883 -3.3946 -3.4088 0.31
H -8.3534 -0.3784 -0.9992 0.27
H 0.3379 -1.3498 1.3148 0.12
H -8.0405 -0.4963 1.7172 0.33
H 4.1304 -4.8086 -2.9868 0.37
H 8.2898 -1.2976 -4.5684 0.25
H -1.0436 2.4245 2.0030 0.34
H -6.4961 4.5801 -0.3364 0.35
H 3.9781 -2.9349 -6.7538 0.32
H 3.0477 0.9057 6.4169 0.39
H -7.0378 -2.8481 2.1892 0.33
H 2.0825 1.7372 5.1776 0.31
H -0.3523 1.6359 0.4918 -0.04
H 1.8188 -1.9387 5.2340 0.25
H 3.6939 -1.2041 -6.5017 0.34
H 6.0436 -2.5172 3.0140 0.35
H 1.4866 4.8607 1.8663 0.22
H -5.3201 6.5625 2.8799 0.35
H 7.5410 -2.7475 -5.7255 0.33
H 6.3618 -3.6938 -6.6197 0.35
H -1.8180 0.8181 1.2962 0.24
H 3.1486 0.4602 0.3095 0.35
H 3.3329 -1.2738 -0.0031 0.38
H 2.5442 -3.0747 3.7553 0.32
H -3.0944 -2.9058 -0.9518 0.32
H -7.6316 -4.3258 1.5011 0.29
H 5.2814 -2.0072 1.4848 0.33
H 3.8494 1.6235 5.0357 0.33
H 4.1710 -3.6182 4.0154 0.29
H 1.7661 -0.4628 -0.2398 0.35
H 0.6944 3.4264 -1.6093 0.32
H 3.7937 -4.4493 -4.6979 0.27
H -4.3953 -1.2576 2.3337 0.28
H 6.3918 -4.5927 -2.7128 0.28
H -3.2503 2.2050 -0.0720 0.21
H 5.1237 1.1221 -3.5815 0.31
H -5.0872 -2.8854 2.6371 0.27
H 6.5015 -4.7694 -4.4646 0.36
H -3.3916 -2.6840 2.4899 0.42
H -6.8927 -3.6579 -1.9469 0.35
H -1.7431 2.7550 -0.9775 0.33
H -6.8729 0.8248 1.6597 -0.16
H 6.8266 1.5262 -3.6274 0.39
H 1.9485 3.2967 0.9015 0.09
H 8.3780 -0.0443 -3.4029 0.41
H -2.5182 -1.7377 0.2563 0.18
H 1.3960 -0.5511 6.1467 0.40
H -7.9086 -4.5953 -0.8594 0.34
H -6.8495 0.1606 -1.7664 0.35
H 4.7585 -1.7220 -7.8021 0.35
H 3.5179 -3.5492 2.3724 0.34
H 6.1767 0.6255 -2.2398 0.32
H 1.4749 -2.6951 1.4174 0.31
H -6.3994 -0.7226 2.2958 0.26
H -2.5351 -3.4809 0.6046 0.43
H 7.0456 -2.2098 -7.2987 0.29
```



Here is a molecular structure, C29H65FO12P2SSi2 in a non-equilibrium geometry from OMol25. Energies are from the ωB97M-V functional and the def2-TZVPD basis.

E_LUMO, eV: -2.1
Highest occupied orbital energy, eV: -9.237
Calculated total energy, eV: -103573.7260
Charge: 0
Strongest force on any atom, eV Å⁻¹: 10.1
Multiplicity: 1

XYZ file:
```
112
Properties=species:S:1:pos:R:3:mulliken_charge:R:1
S 3.8675 0.5881 -4.7191 -0.43
P 1.6567 6.7449 0.4586 1.10
P -5.5491 -2.9045 0.6407 1.51
Si 3.1010 -2.6567 -1.2535 0.62
Si 3.4858 -0.1303 -2.6718 0.46
F 2.5209 -1.5738 0.0161 -0.44
O -7.1910 -2.7782 0.1103 -0.47
O -1.2178 -7.8427 -0.9207 -0.52
O 3.4801 -1.8821 -2.7834 -0.25
O 4.7569 0.5544 -1.6712 -0.26
O 0.3150 5.9750 0.3904 -0.71
O 1.1852 7.5586 1.8361 -0.36
O -4.0796 -3.0175 1.1153 -0.71
O -6.1673 -2.8063 2.1729 -0.32
O -5.6508 -4.5486 0.3792 -0.59
O -2.9355 1.0595 -0.3185 -0.36
O 3.1558 7.6050 0.5348 -0.40
O 2.4909 5.4816 1.1279 -0.37
C -7.0647 -0.5416 2.0957 -1.00
C 3.8041 7.4223 2.9400 -0.90
C -3.9939 -5.8721 1.5701 -1.02
C 0.1848 -5.7487 -0.3127 -0.56
C 7.9185 1.6528 -2.4486 -0.87
C -4.4874 -5.3559 0.2264 -0.28
C -0.6160 6.4965 3.0781 -1.00
C -2.2381 0.4743 0.8380 0.37
C -0.1851 7.6686 2.2087 -0.36
C 7.2214 0.8097 -1.2255 -0.52
C 0.4856 0.0576 -2.8871 -0.39
C 4.0470 5.0237 -0.6911 -1.04
C -2.2450 0.4995 -2.7902 -0.72
C 6.0068 -0.2182 -1.7399 0.12
C -1.2086 1.5307 1.6037 -0.93
C -3.0839 0.0931 -1.4196 -0.12
C -0.8102 -6.4818 -1.4026 -0.25
C -6.1288 -1.5225 2.7812 -0.28
C 1.8234 0.6650 -2.1165 -0.40
C -0.7528 1.1093 -2.4901 -0.11
C 3.5975 8.2910 1.7047 -0.19
C 4.7048 -3.5215 -0.5188 -0.35
C 2.9565 4.4904 0.2222 -0.25
C 0.5485 -4.1688 -0.7206 -0.30
C -8.0639 -3.9022 0.0162 -0.23
C -8.3335 -4.6391 1.3228 -0.93
C 5.2878 -2.3662 2.2842 -0.58
C 4.9352 -2.9944 1.0518 -0.19
C 1.8864 -4.1216 -1.6664 -0.74
H -0.8854 1.0854 2.6577 0.36
H -0.1958 -6.6784 -2.3890 0.27
H 4.4575 4.2263 -1.3166 0.30
H -1.7346 2.5598 1.8462 0.24
H -0.2980 8.5954 2.7797 0.32
H -1.7714 -5.8429 -1.6170 0.15
H 8.6886 1.0223 -3.0939 0.28
H 3.6576 5.8041 -1.3539 0.35
H -3.0533 0.1766 1.6361 -0.06
H -6.7401 -0.3410 1.0689 0.26
H -2.2118 -0.3505 -3.5965 0.32
H 2.9221 9.1301 1.9154 0.27
H 1.8745 1.8110 -2.4471 0.32
H -0.5569 2.0835 -3.1300 0.29
H -8.0806 -0.9462 2.0392 0.24
H 2.4641 -5.1441 -1.5124 0.38
H -1.7028 6.4874 3.2037 0.37
H -1.6043 -0.4819 0.5985 0.10
H -8.8011 -3.9689 2.0539 0.26
H 0.6884 -3.5876 0.2860 0.27
H 1.6386 -4.0572 -2.8314 0.28
H 5.9341 -1.0432 -0.8806 -0.24
H -1.2964 -7.8327 0.0857 0.32
H -8.9997 -5.4903 1.1464 0.38
H -2.8720 1.3868 -3.2845 0.31
H 7.0493 2.0756 -3.1195 0.22
H -0.8240 7.7772 1.3232 0.32
H 4.8591 5.4713 -0.1089 0.25
H 4.5639 6.6552 2.7490 0.26
H 8.4597 2.5940 -1.9549 0.29
H -0.3473 -3.7336 -1.3591 0.17
H -0.3067 5.5296 2.6687 0.23
H -3.7029 -4.8133 -0.3160 0.19
H -2.8097 -1.0124 -1.1458 0.05
H -7.4350 -5.0327 1.7963 0.17
H 6.2436 -0.6834 -2.7898 0.29
H -4.6865 -6.6234 1.9614 0.35
H 2.9062 6.8941 3.2582 0.16
H 1.1801 -6.3926 -0.2125 0.25
H 0.7038 0.0877 -4.0604 0.26
H 1.6452 0.6823 -0.9535 0.17
H 4.5621 8.7434 1.4510 0.37
H 5.6571 -3.2707 -1.1887 0.37
H -0.2103 1.6844 0.9679 0.15
H 0.2394 -1.0510 -2.6004 0.02
H 8.0355 0.2503 -0.5845 0.32
H -0.5600 1.3842 -1.3501 -0.04
H 4.1280 8.0384 3.7856 0.38
H -7.0924 0.4114 2.6312 0.41
H -9.0211 -3.5190 -0.3533 0.39
H 5.0698 0.0024 -5.2063 0.14
H -5.1023 -1.1423 2.7762 0.19
H -7.6986 -4.5869 -0.7600 0.26
H -3.0052 -6.3295 1.4690 0.21
H -0.4196 -5.7173 0.7114 0.28
H 3.3543 3.6634 0.8180 0.25
H -3.9357 -5.0863 2.3299 0.30
H 6.6891 1.5794 -0.4849 0.20
H 2.1176 4.1040 -0.3653 0.34
H -6.4331 -1.6455 3.8250 0.31
H -4.2386 0.0940 -1.7069 0.22
H 5.7541 -1.6085 3.0803 0.31
H -0.1523 6.5712 4.0664 0.30
H -4.7581 -6.2083 -0.4044 0.35
H 4.5785 -4.6972 -0.4664 0.46
```